Here is an isolated molecule of C6H11NO from the Open Molecules 2025 dataset. Energies are from wB97M-V/def2-TZVPD.

LUMO energy: 0.8 eV
Orbital gap: 10.4 eV
HOMO level: -9.571 eV

```
19
Properties=species:S:1:pos:R:3:forces:R:3
C -0.631 -1.342 -2.949 -0.1881 0.1014 -0.6915
C -0.353 -1.336 -1.663 0.2093 -0.3720 0.2507
C -0.561 -0.193 -0.722 0.1040 0.8500 0.0801
C -0.568 -0.598 0.766 -0.5474 -0.2779 -0.1807
C 0.773 -0.442 1.425 0.0949 0.4653 0.1833
O 1.536 -1.371 1.592 0.0942 -0.2422 -0.0450
N 1.113 0.820 1.857 0.1630 -0.0430 -0.2898
C 0.500 2.079 1.474 -0.2646 -0.2431 -0.0476
H -1.059 -0.497 -3.480 -0.0289 0.0756 0.1859
H -0.431 -2.207 -3.565 0.0431 -0.1013 0.0503
H 0.083 -2.243 -1.246 0.0235 0.1427 0.1208
H -1.475 0.360 -0.961 -0.1231 -0.3097 -0.0478
H 0.212 0.572 -0.898 0.0808 -0.2985 0.0885
H -1.337 -0.044 1.306 0.0982 0.1076 0.0310
H -0.848 -1.649 0.844 0.1074 0.0267 0.0510
H 2.088 0.871 2.113 -0.0520 -0.0508 0.1512
H 1.083 2.601 0.714 0.1037 0.0993 0.0576
H 0.360 2.710 2.348 0.1108 0.1327 0.0074
H -0.484 1.909 1.046 -0.0288 -0.0627 0.0447
```
Positions in Å, forces in eV/Å.

Here is an isolated molecule of C3H4N2O from the Open Molecules 2025 dataset. Energies are from wB97M-V/def2-TZVPD.

LUMO energy (spin up / spin down): 0.0 / 0.0 eV
Orbital gap (spin up / spin down): 8.2 / 8.2 eV
HOMO level (spin up / spin down): -8.174 / -8.177 eV

```
10
Properties=species:S:1:pos:R:3:forces:R:3
O 2.230 -0.034 0.214 0.1290 0.1189 0.2619
C 0.901 0.040 0.083 -0.3227 0.0921 0.1661
C -0.121 -0.874 0.535 -0.1024 0.0761 -0.1884
N -1.298 -0.318 0.244 0.1265 -0.2303 0.1998
N -1.212 0.913 -0.322 0.4235 0.0613 0.0534
C 0.071 1.170 -0.375 -0.0735 0.0179 -0.1785
H 1.227 -0.411 -0.925 -0.2733 -0.2326 -0.2132
H -0.027 -1.847 0.998 -0.0158 0.1294 -0.1322
H -2.216 -0.724 0.360 0.2139 0.0608 -0.0348
H 0.446 2.086 -0.812 -0.1051 -0.0938 0.0659
```
Positions in Å, forces in eV/Å.

Here is a structure of composition C25H42BrNOP2Zn at a distorted geometry from the Open Molecules 2025 dataset. Energies are from wB97M-V/def2-TZVPD.

LUMO energy: -7.6 eV
Total charge: +2
Orbital gap: 4.6 eV
HOMO level: -12.209 eV

```
73
Properties=species:S:1:pos:R:3:forces:R:3
N -6.689 4.827 -3.818 0.3383 -0.0942 0.3403
C -6.418 5.273 -2.583 0.5566 -0.5943 -0.0219
C -5.397 4.732 -1.780 0.2742 -0.2070 -0.3987
C -4.604 3.643 -2.278 -1.0406 0.7588 0.1220
C -4.911 3.196 -3.587 0.0299 0.5124 0.2410
C -5.945 3.834 -4.309 0.4969 -0.5459 0.4483
C -3.579 3.049 -1.395 -0.0362 -0.6495 -0.2217
Zn -0.378 0.027 0.699 0.1391 0.5456 0.4510
P 4.353 -0.539 1.153 2.4746 -0.3377 0.3849
C -2.752 2.017 -1.780 -1.0529 -0.1241 -0.9882
C -1.542 1.646 -1.131 0.1359 0.7120 1.5343
C -0.333 1.426 -1.845 0.0224 -0.4971 -0.8730
C 0.782 2.146 -1.474 -0.6472 0.4411 0.7818
C 0.725 3.001 -0.342 -0.1805 -1.3847 0.9587
C -0.181 2.633 0.675 0.7083 0.0357 -0.5557
C -1.338 1.875 0.306 -0.3346 0.0062 -0.6172
Br 1.924 4.381 -0.165 0.4958 0.2747 0.2725
H -3.538 3.490 -0.386 0.2869 -0.1615 -0.5194
H -2.897 1.621 -2.800 0.2011 0.2832 0.5511
H -5.213 5.212 -0.803 -0.0271 -0.5559 -0.5054
H -4.317 2.403 -4.056 -0.4449 0.3074 0.1015
H -7.041 6.090 -2.213 0.2074 -0.2131 -0.1039
H -6.187 3.485 -5.322 0.1107 0.2343 0.4401
H -0.276 0.904 -2.818 -0.4319 0.4264 0.5550
H -2.204 1.923 0.990 0.3924 -0.0398 -0.4689
H 1.660 2.121 -2.088 0.2977 0.1428 -0.2473
H -0.032 2.832 1.739 -0.0119 0.5601 -0.4665
P -0.542 -2.249 0.658 -0.0033 -1.8895 -1.0628
C 4.274 1.258 1.100 -0.0862 0.5138 -0.3144
C 5.650 1.772 0.651 -0.0420 0.4816 0.0866
H 4.046 1.600 2.126 0.0345 0.0424 -0.5005
H 3.482 1.572 0.394 0.1159 0.2855 0.3659
H 5.703 2.863 0.767 0.0935 -0.2367 -0.1749
H 6.441 1.318 1.265 -0.2625 0.1645 -0.2237
H 5.845 1.517 -0.400 -0.0087 0.0775 0.2643
C 3.744 -1.152 -0.430 -0.2933 -0.1022 -0.4387
C 4.851 -2.011 -1.076 -0.1590 -0.1249 -0.4150
H 3.492 -0.285 -1.070 -0.1071 -0.4363 0.0973
H 2.847 -1.762 -0.215 0.2329 0.3352 -0.3991
H 4.626 -2.189 -2.139 0.1336 -0.0643 0.2943
H 5.834 -1.516 -1.006 -0.4436 -0.1314 -0.0379
H 4.942 -2.983 -0.567 -0.0138 0.3519 -0.1467
C 3.239 -0.984 2.470 -0.3166 0.1403 0.5133
C 3.993 -1.791 3.535 -0.1010 -0.3601 0.1570
H 2.398 -1.538 2.053 -0.2987 -0.0090 0.2304
H 2.912 -0.031 2.905 -0.2052 -0.5314 -0.1884
H 3.310 -2.517 4.009 0.4298 0.2398 0.0687
H 4.841 -2.319 3.072 -0.3822 0.0014 0.2968
H 4.413 -1.119 4.297 -0.1466 -0.3137 -0.1791
C -0.482 -3.525 1.988 0.6671 0.6053 1.0692
C -1.537 -4.640 1.952 -0.1575 0.0928 -0.1987
H -0.522 -2.977 2.948 0.0439 -0.4287 -0.2594
H 0.526 -3.982 1.930 -0.3580 0.4409 -0.0150
H -2.486 -4.327 2.395 0.2070 -0.0800 -0.0768
H -1.742 -4.987 0.935 0.0883 -0.0674 0.1224
H -1.165 -5.496 2.526 -0.0636 0.2233 -0.1233
C 0.379 -3.121 -0.693 0.1868 0.3218 0.3970
C 0.011 -2.725 -2.120 -0.0836 -0.0858 -0.0412
H 0.168 -4.190 -0.491 0.1301 0.4480 -0.1959
H 1.447 -2.939 -0.512 -0.2835 -0.3119 -0.0241
H -1.049 -2.911 -2.312 0.1932 -0.0055 -0.1249
H 0.222 -1.671 -2.348 0.0314 -0.1945 0.1582
H 0.603 -3.337 -2.808 -0.1792 0.1640 0.0464
C -2.245 -2.252 0.049 -0.3877 0.2805 0.1958
C -3.225 -1.769 1.134 -0.3886 -0.0456 -0.0066
H -2.478 -3.269 -0.310 -0.0521 0.4797 0.0457
H -2.257 -1.549 -0.800 -0.1516 -0.3572 0.0302
H -4.216 -1.605 0.680 0.3577 -0.0982 0.3100
H -3.329 -2.506 1.950 0.0100 0.4433 -0.4176
H -2.916 -0.807 1.592 -0.0666 -0.3385 -0.1915
O 0.697 -0.048 3.369 -0.9457 -0.2438 1.0397
H 1.205 0.602 3.888 -0.2310 -0.2276 -0.3486
H 0.376 -0.672 4.069 0.3027 0.7148 -0.8790
```
Positions in Å, forces in eV/Å.

Here is a cluster of 2 separate species, C4H7NO2 in total from the Open Molecules 2025 dataset. Energies are from wB97M-V/def2-TZVPD.

LUMO energy (spin up / spin down): 0.1 / 0.1 eV
Orbital gap (spin up / spin down): 8.0 / 8.0 eV
HOMO level (spin up / spin down): -7.869 / -7.869 eV

```
14
Properties=species:S:1:pos:R:3:forces:R:3
O 2.195 0.080 1.632 0.0330 -0.1471 0.0309
C 0.881 0.163 1.184 -0.1140 0.0372 -0.1136
C 0.547 1.175 0.142 -0.1552 -0.0774 -0.1108
N -0.233 0.567 -0.716 0.1187 0.1702 0.0782
C -0.441 -0.790 -0.526 0.0769 -0.1166 0.0313
C 0.384 -1.165 0.562 -0.0338 -0.1307 0.0919
O 0.763 -2.241 1.019 -0.1295 0.2659 -0.1572
H 2.338 -0.880 1.734 0.0728 0.1270 0.0458
H 0.172 0.362 2.018 0.0518 -0.0246 -0.0899
H 0.729 2.239 0.109 -0.0113 -0.1483 -0.0150
H -2.813 0.408 -1.829 -0.0706 -0.0283 -0.0485
H -0.678 1.060 -1.483 0.0425 -0.0516 0.1318
H -2.903 0.404 -2.567 0.0203 0.0296 0.0319
H -0.942 -1.379 -1.278 0.0985 0.0948 0.0933
```
Positions in Å, forces in eV/Å.

Here is a structure of composition C32H57CeN4OP2 at a distorted geometry from the Open Molecules 2025 dataset. Energies are from wB97M-V/def2-TZVPD.

LUMO energy (spin up / spin down): -9.7 / -9.7 eV
Total charge: +3
Orbital gap (spin up / spin down): 6.9 / 6.9 eV
HOMO level (spin up / spin down): -16.562 / -16.563 eV

```
97
Properties=species:S:1:pos:R:3:forces:R:3
C 2.485 -1.244 -1.139 -0.5863 1.0984 -0.1665
C 1.438 0.667 -2.231 0.8857 -0.6135 0.6219
C 3.369 -1.338 -2.177 0.4511 -0.8232 -0.0223
C 2.304 0.564 -3.282 -0.0976 0.3397 -0.4022
C 3.271 -0.435 -3.229 0.3710 0.0758 -0.1862
H 4.080 -2.147 -2.124 0.3276 -0.0113 -0.5354
H 2.190 1.269 -4.093 0.2931 -0.2039 -0.3424
H 3.967 -0.514 -4.043 0.2102 -0.0744 -0.2413
N 1.667 -0.186 -1.211 -0.8090 -0.3936 0.1934
P 0.600 -2.612 0.702 -0.0357 1.5321 -1.3296
P -0.041 2.565 -0.407 0.5155 -2.1318 -0.5359
C 2.338 -2.192 0.050 0.2652 -0.4779 0.1907
H 2.781 -3.158 -0.224 0.2317 0.2460 0.0487
H 2.903 -1.804 0.918 -0.0539 -0.1895 -0.4050
C -1.763 -0.007 1.849 -5.7196 -0.2381 3.9693
O -2.552 0.016 2.693 1.9654 -0.1085 -2.7893
C 0.212 1.552 -2.154 -0.1870 0.9261 1.1179
H 0.282 2.362 -2.893 -0.0985 -0.5331 0.0177
C -1.677 3.338 -0.412 -0.2818 0.3941 -0.2829
C 1.486 3.485 -0.073 -0.1540 0.5878 -0.0262
C -0.293 -3.563 -0.616 -0.0397 -0.3549 0.2456
C 0.721 -3.274 2.370 0.3349 -0.3830 0.2172
C -2.786 2.462 0.232 0.0742 0.0663 0.0171
H -2.760 2.526 1.328 0.0358 0.0819 -0.2426
H -3.753 2.872 -0.102 0.2628 -0.1298 0.1735
H -2.768 1.403 -0.050 -0.0218 0.3029 -0.2145
C -1.536 4.599 0.438 -0.1795 0.3056 0.0651
H -1.330 4.350 1.486 -0.0261 0.1593 -0.2220
H -0.763 5.274 0.057 -0.2630 -0.0113 0.0772
H -2.499 5.110 0.397 0.0537 0.1338 0.0967
C -2.038 3.668 -1.864 -0.4384 0.4101 -0.2278
H -2.686 4.551 -1.843 -0.0131 -0.1467 -0.2024
H -1.173 3.913 -2.490 -0.2725 0.0878 0.1404
H -2.599 2.853 -2.337 0.2340 0.2263 0.1177
C 1.371 4.052 1.367 0.1459 0.0956 0.1377
H 0.721 3.449 2.020 0.2015 0.1765 -0.1220
H 2.372 4.055 1.809 -0.2237 0.0903 0.0490
H 1.011 5.086 1.359 -0.0069 -0.3289 0.1374
C 2.769 2.618 -0.141 -0.1310 0.0739 -0.1072
H 2.678 1.633 0.340 0.0310 0.1748 0.0097
H 3.120 2.487 -1.171 -0.1258 -0.1428 0.2676
H 3.544 3.168 0.413 -0.1514 -0.1931 -0.3022
C 1.518 4.580 -1.144 0.8512 0.7860 -0.1390
H 0.798 4.453 -1.965 0.2549 0.1065 0.2475
H 1.354 5.551 -0.668 -0.0429 -0.0418 -0.3848
H 2.520 4.603 -1.586 -0.1870 0.2249 -0.0959
C -0.706 -3.426 2.930 0.0878 -0.2184 -0.0109
H -0.620 -3.964 3.881 -0.1769 0.0192 -0.1237
H -1.187 -2.455 3.127 0.1879 -0.2547 -0.0887
H -1.364 -3.997 2.262 0.1804 0.0451 0.2499
C 1.548 -2.377 3.295 -0.2797 0.3205 0.4837
H 2.472 -1.978 2.866 0.0156 -0.3247 0.2305
H 0.974 -1.536 3.650 0.3964 -0.5206 -0.3539
H 1.745 -2.914 4.225 0.4263 -0.3454 -0.2834
C 1.473 -4.589 2.237 0.2532 -0.8293 0.7577
H 2.261 -4.551 1.474 -0.1554 -0.1584 0.2511
H 1.960 -4.773 3.197 0.0513 -0.2826 -0.1465
H 0.801 -5.424 2.046 0.2280 0.0257 -0.0947
C 0.213 -3.146 -2.007 0.1553 0.1319 0.0646
H 1.251 -3.457 -2.178 -0.2169 -0.0126 -0.0343
H -0.426 -3.629 -2.760 0.2233 0.0503 0.2305
H 0.130 -2.064 -2.167 -0.0255 -0.2860 -0.0341
C -1.815 -3.260 -0.519 -0.2470 -0.1461 -0.0556
H -2.152 -2.693 -1.398 0.1079 -0.1760 0.3458
H -2.369 -4.210 -0.484 0.1035 0.3353 0.0095
H -2.111 -2.669 0.362 0.0890 -0.2120 -0.1534
C -0.006 -5.047 -0.406 -0.1856 -0.4768 -0.4125
H 1.069 -5.257 -0.357 -0.2714 -0.0513 -0.0194
H -0.509 -5.454 0.479 0.1635 0.1169 -0.2391
H -0.405 -5.576 -1.278 0.0422 -0.0910 0.1166
Ce 0.057 0.019 0.309 -0.3369 -0.1126 -0.4089
N -1.396 -0.131 -1.336 0.8201 0.5013 0.9994
C -1.039 0.598 -2.312 -0.3107 -0.0731 -0.3966
C -1.772 0.472 -3.659 0.1994 0.3861 0.3234
C -1.310 1.500 -4.675 -0.0043 0.2359 -0.3097
C -1.484 -0.927 -4.200 0.1051 -0.3935 -0.0046
C -3.282 0.612 -3.383 -0.3802 -0.0829 0.0048
H -1.479 2.527 -4.336 0.0286 -0.1085 -0.0907
H -0.252 1.378 -4.929 -0.0808 0.0239 -0.0624
H -1.891 1.368 -5.594 0.1931 0.0526 0.1127
H -1.883 -1.690 -3.522 0.0779 0.1368 -0.1179
H -1.971 -1.052 -5.172 0.0830 0.0434 0.1236
H -0.409 -1.100 -4.329 -0.0892 -0.0003 -0.0811
H -3.740 1.301 -4.099 0.0210 -0.1495 0.1152
H -3.765 -0.364 -3.486 -0.0605 0.2257 0.0356
H -3.496 0.968 -2.369 -0.0082 -0.0822 -0.2512
C 0.710 1.089 5.924 0.4687 0.7575 -0.1773
N -0.013 0.021 5.236 -0.2791 -0.7110 -1.1607
C -0.723 -1.061 5.941 -0.4927 -0.5573 -0.2930
C 0.014 0.022 3.948 0.3097 1.5714 -0.6680
N 0.104 0.166 2.776 0.6257 0.2248 1.6947
H 0.590 0.922 6.981 0.0441 0.0746 0.2919
H 0.273 2.055 5.641 0.1764 -0.2006 0.2285
H 1.777 1.066 5.655 -0.3465 -0.0064 0.1788
H -1.788 -1.044 5.659 0.4060 -0.0429 0.2440
H -0.291 -2.047 5.691 -0.1309 0.5012 0.1823
H -0.621 -0.875 7.001 -0.0420 -0.0448 0.1639
```
Positions in Å, forces in eV/Å.

Here is a cluster of 2 separate species, C3H6N4OS in total at a distorted geometry from the Open Molecules 2025 dataset. Energies are from wB97M-V/def2-TZVPD.

LUMO energy (spin up / spin down): -0.5 / -1.8 eV
Orbital gap (spin up / spin down): 8.4 / 6.2 eV
HOMO level (spin up / spin down): -8.857 / -7.996 eV

```
15
Properties=species:S:1:pos:R:3:forces:R:3
C -2.485 0.010 0.554 0.8087 -1.0733 0.9984
C -0.684 -0.809 -0.286 0.3617 -0.0603 -2.2589
C 1.511 1.211 0.119 -1.4291 -3.3806 -0.5068
N -1.959 0.982 -0.111 -0.1339 0.1837 -1.1211
N -0.907 0.477 -0.808 -0.4152 -1.6547 1.2571
N -1.723 -1.133 0.528 -1.3196 -0.3513 0.9092
N 0.312 -1.539 -0.704 0.5695 1.6586 -0.5809
O 3.688 -0.479 -0.332 0.8082 0.4097 -1.1215
S 2.511 -0.305 0.498 -2.5275 0.8190 1.3815
H -3.301 0.049 1.210 -1.1936 0.3794 0.5203
H 0.797 1.552 0.856 0.6432 0.0267 1.0061
H 0.699 0.886 -0.644 1.4939 0.4731 0.5139
H 2.056 1.935 -0.341 1.8139 2.2096 -0.9812
H -1.989 -2.058 0.948 0.6873 1.5909 -0.7441
H 0.391 -2.448 -0.331 -0.1674 -1.2303 0.7279
```
Positions in Å, forces in eV/Å.

no.,electronic energy (eV)
1,-9937.518
2,-8199.281
3,-167164.462
4,-9843.764
5,-73594.646
6,-22047.243